w) Here is 2 unconnected molecules or ions with the total composition C3H10NS from the OMol25 dataset. Energies are from ωB97M-V/def2-TZVPD.

Structure (XYZ):
```
15
Properties=species:S:1:pos:R:3
C 1.93 -1.39 1.56
S 1.25 -2.57 0.32
H 1.17 -0.79 2.14
H 2.50 -2.02 2.26
H 2.73 -0.64 1.09
C -2.05 0.84 -0.40
C -0.78 1.00 -1.13
N 0.40 0.47 -0.38
H -2.07 1.14 0.60
H -2.80 1.44 -1.00
H -2.31 -0.27 -0.43
H -0.79 0.74 -2.17
H -0.66 2.14 -1.14
H 0.29 -0.61 -0.27
H 1.18 0.51 -1.06
```

As for the HOMO-LUMO gap (alpha / beta): 10.31 / 6.96 eV. The calculation puts the HOMO energy (alpha / beta) at -9.33 / -9.01 eV. As for the expectation value of S²: 0.753. Its multiplicity is 2.

Electronic structure analysis, Löwdin charges in units of e: -0.5663 0.5273 0.0315 0.0070 0.0737 -0.1369 -0.3804 -0.0408 0.0476 0.0910 0.0959 0.0933 0.1176 -0.0274 0.0669

x) Here is a molecular structure, C3H10NS from the OMol25 dataset. Energies are from ωB97M-V/def2-TZVPD.

Structure (XYZ):
```
15
Properties=species:S:1:pos:R:3
C 1.66 1.01 0.10
N 1.26 2.18 -0.57
H 2.59 0.45 -0.09
H 1.50 1.09 1.20
H 1.56 2.25 -1.56
H 0.30 2.52 -0.38
C -1.55 -0.43 -1.32
S 0.33 -0.61 -0.16
C -0.58 -1.66 1.63
H -1.05 -0.43 -2.23
H -1.93 0.55 -1.14
H -1.91 -1.49 -1.08
H -0.19 -1.30 2.57
H -1.62 -1.41 1.57
H -0.38 -2.72 1.45
```

As for the HOMO-LUMO gap (alpha / beta): 5.43 / 9.07 eV. The calculation puts the HOMO energy (alpha / beta) at -5.03 / -8.49 eV. As for the expectation value of S²: 0.791. Its multiplicity is 2.

Electronic structure analysis, Löwdin charges in units of e: -0.4545 -0.0707 0.0474 0.0580 0.0948 0.0877 -0.1934 0.7361 -0.2173 -0.0611 -0.0091 0.0340 -0.0184 -0.0238 -0.0097

Most stable: w)

w) Here is 2 unconnected molecules or ions with the total composition CH7N4P2 from the OMol25 dataset. Energies are from ωB97M-V/def2-TZVPD.

Structure (XYZ):
```
14
Properties=species:S:1:pos:R:3
C 1.21 0.22 -0.37
N -3.08 0.75 0.05
N 2.24 -0.49 0.11
N 1.47 1.28 -1.19
N -0.05 -0.05 -0.14
P -1.90 1.50 0.52
P -3.91 -0.60 -0.47
H 3.08 -0.21 -0.21
H 2.01 -1.49 0.36
H 2.34 1.32 -1.58
H 0.66 1.86 -1.46
H -0.17 -1.01 0.34
H -3.91 -0.04 -1.76
H -5.00 0.16 -0.17
```

As for the HOMO-LUMO gap: 8.25 eV. The calculation puts the HOMO energy at -13.34 eV. As for the total charge: +1. Its multiplicity is 1.

Electronic structure analysis, Löwdin charges in units of e: -0.6083 -0.8196 0.1804 0.1641 -0.0631 1.0304 0.7807 0.0700 0.1596 0.0702 0.1219 0.0901 -0.0734 -0.1031

x) Here is 2 unconnected molecules or ions with the total composition CH7N4P2 from the OMol25 dataset. Energies are from ωB97M-V/def2-TZVPD.

Structure (XYZ):
```
14
Properties=species:S:1:pos:R:3
C 0.99 0.23 0.16
N -3.07 0.29 -0.15
N 2.15 -0.25 -0.33
N 0.42 -0.47 1.18
N 0.37 1.26 -0.31
P -4.09 -0.88 -0.30
P -2.23 1.53 0.30
H 2.60 -1.06 0.07
H 2.60 0.18 -1.12
H 1.02 -1.09 1.70
H -0.24 0.05 1.74
H 0.79 1.72 -1.11
H -3.14 -1.90 -0.59
H -2.21 2.18 -0.95
```

As for the HOMO-LUMO gap: 7.71 eV. The calculation puts the HOMO energy at -13.14 eV. As for the total charge: +1. Its multiplicity is 1.

Electronic structure analysis, Löwdin charges in units of e: -0.6213 -0.8271 0.1627 0.1263 0.0304 0.9225 0.9371 0.1109 0.1159 0.1046 0.0656 0.0591 -0.1084 -0.0782

Most stable: x)

w) Here is C7H10O in the gas phase from the OMol25 dataset. Energies are from ωB97M-V/def2-TZVPD.

Structure (XYZ):
```
18
Properties=species:S:1:pos:R:3
C -0.18 1.35 -0.57
C 1.38 0.36 0.96
C -0.10 0.53 0.70
C -0.67 0.13 -1.30
C 2.19 -0.08 -0.26
C -0.73 -0.58 -0.16
C -1.23 -2.01 0.15
O 3.16 0.51 -0.67
H -0.82 2.20 -0.87
H 0.76 1.73 -0.84
H 1.78 1.28 1.47
H 1.55 -0.54 1.66
H -0.52 0.70 1.69
H -0.76 -0.31 -2.30
H 1.99 -1.14 -0.63
H -1.85 -1.96 1.03
H -0.43 -2.79 0.35
H -1.92 -2.35 -0.74
```

The SMILES is CC1=CC[C@@H]1CC=O. As for the HOMO-LUMO gap: 10.03 eV. The calculation puts the HOMO energy at -9.13 eV. Its multiplicity is 1.

Electronic structure analysis, Löwdin charges in units of e: -0.1490 -0.1424 -0.2615 -0.0267 -0.2883 -0.2601 -0.0453 0.0547 0.1219 0.0795 0.1394 0.1444 0.1372 0.1147 0.1405 0.0487 0.0834 0.1090

x) Here is a molecular structure, C7H10O from the OMol25 dataset. Energies are from ωB97M-V/def2-TZVPD.

Structure (XYZ):
```
18
Properties=species:S:1:pos:R:3
C -0.93 -1.62 0.36
C 1.58 -1.49 -0.07
C -0.45 2.79 -1.52
C 0.60 0.11 1.62
C 0.34 -0.77 0.44
O -0.35 0.27 2.49
C 0.19 0.58 -0.20
C -0.15 1.57 -0.80
H -1.17 -0.27 2.35
H -1.83 -1.03 0.56
H -1.03 -2.04 -0.64
H 1.43 -1.83 -1.10
H 2.44 -0.83 -0.02
H 1.77 -2.35 0.57
H -0.87 -2.44 1.08
H 0.24 3.59 -1.22
H -1.47 3.12 -1.30
H -0.35 2.64 -2.60
```

As for the HOMO-LUMO gap: 8.66 eV. The calculation puts the HOMO energy at -7.91 eV. Its multiplicity is 1.

Electronic structure analysis, Löwdin charges in units of e: -0.0361 -0.0438 -0.0924 -0.1068 -0.5532 0.0305 -0.0443 -0.0252 0.1018 0.0809 0.0883 0.0864 0.0862 0.0862 0.0906 0.0864 0.0812 0.0833

y) Here is C7H10O in the gas phase from the OMol25 dataset. Energies are from ωB97M-V/def2-TZVPD.

Structure (XYZ):
```
18
Properties=species:S:1:pos:R:3
C -1.54 -0.18 -1.11
C -0.54 -1.37 -1.38
C 0.03 -1.49 0.27
C 1.04 -0.34 1.00
C 1.43 1.13 0.62
C -0.34 0.63 -0.39
C -0.27 -0.10 0.89
H -1.92 -0.09 -2.02
H -2.47 -0.65 -0.49
H -1.13 -2.26 -1.67
H 0.18 -1.32 -2.11
H -0.01 -2.37 0.84
H 1.46 -0.46 2.23
H 1.75 1.65 1.50
H 2.13 1.04 -0.34
H 0.36 0.09 -0.96
H -0.97 0.37 1.80
O 0.22 1.79 0.23
```

The SMILES is C1O[C@@H]2CC[C@H]3[C@@H]1[C@H]32. As for the HOMO-LUMO gap: 10.40 eV. The calculation puts the HOMO energy at -9.32 eV. Its multiplicity is 1.

Electronic structure analysis, Löwdin charges in units of e: -0.0644 -0.1090 0.0356 -0.1777 -0.1528 -0.2912 -0.3999 0.0343 0.1678 0.1030 0.0715 0.0792 0.2015 0.1158 0.1597 0.0785 0.2265 -0.0784

z) Here is C7H10O in the gas phase from the OMol25 dataset. Energies are from ωB97M-V/def2-TZVPD.

Structure (XYZ):
```
18
Properties=species:S:1:pos:R:3
C -1.87 2.21 -0.09
C -1.62 1.06 0.06
C 1.24 0.48 -0.17
C 0.43 -0.51 -0.45
C 2.67 0.22 -0.40
C -1.41 -1.15 1.27
C -1.15 -0.42 -0.10
O -1.90 -1.02 -1.08
H -1.97 3.21 -0.38
H 1.03 1.57 -0.01
H 0.77 -1.50 -0.41
H 2.84 -0.77 -0.75
H 3.31 0.32 0.61
H 3.12 1.07 -1.05
H -1.01 -2.17 1.27
H -2.39 -1.07 1.67
H -0.68 -0.60 2.00
H -1.42 -0.92 -1.96
```

The SMILES is C#C[C@@](C)(O)/C=C/C. As for the HOMO-LUMO gap: 10.62 eV. The calculation puts the HOMO energy at -9.76 eV. Its multiplicity is 1.

Electronic structure analysis, Löwdin charges in units of e: 0.1075 -0.0564 -0.1842 -0.0394 -0.1357 -0.0233 -0.5556 -0.0231 0.0190 0.1257 0.1005 0.0504 0.1166 0.1016 0.0778 0.0603 0.1148 0.1436

Most stable: w)

w) Here is a molecular structure, C3H4O3S from the OMol25 dataset. Energies are from ωB97M-V/def2-TZVPD.

Structure (XYZ):
```
11
Properties=species:S:1:pos:R:3
C -1.08 -0.44 -0.48
C 0.13 -0.24 0.56
C 0.83 1.16 0.41
H -2.23 -1.35 -2.34
H -0.34 -0.55 1.59
H 0.85 -0.97 0.23
H 2.38 0.05 1.38
O -2.19 -0.59 -0.02
O 2.15 0.99 0.98
O 0.39 2.17 -0.02
S -0.90 -0.22 -2.29
```

As for the HOMO-LUMO gap: 9.47 eV. The calculation puts the HOMO energy at -10.00 eV. Its multiplicity is 1.

Electronic structure analysis, Löwdin charges in units of e: -0.7949 -0.0669 -0.4552 0.1060 0.1684 0.0910 0.1561 -0.0268 -0.0089 0.1570 0.6743

x) Here is C3H4O3S in the gas phase from the OMol25 dataset. Energies are from ωB97M-V/def2-TZVPD.

Structure (XYZ):
```
11
Properties=species:S:1:pos:R:3
C -0.22 0.31 0.14
C -1.08 -0.69 -0.14
C 1.28 0.31 0.26
O 1.88 1.21 -0.75
O -2.31 -0.09 -0.16
O -0.97 -2.02 -0.23
S -1.67 1.40 0.26
H 1.48 0.54 1.39
H 1.55 2.14 -0.73
H 1.80 -0.62 0.04
H -1.74 -2.50 -0.10
```

As for the HOMO-LUMO gap: 8.55 eV. The calculation puts the HOMO energy at -8.40 eV. Its multiplicity is 1.

Electronic structure analysis, Löwdin charges in units of e: -0.3855 -0.5330 -0.2021 -0.1087 -0.3476 0.1433 0.9884 0.1394 0.0952 0.1171 0.0935

y) Here is C3H4O3S in the gas phase from the OMol25 dataset. Energies are from ωB97M-V/def2-TZVPD.

Structure (XYZ):
```
11
Properties=species:S:1:pos:R:3
C 0.74 0.53 1.17
C -0.38 0.19 0.18
C -0.16 -0.43 -1.17
H 2.07 -0.73 0.40
H -0.92 1.26 0.24
H -0.96 -0.69 0.68
H -2.18 0.26 -1.20
O 1.98 -0.11 1.12
O 0.41 1.27 2.14
O 0.98 -0.80 -1.48
S -1.58 -0.74 -2.09
```

The SMILES is O=C(O)CC(=O)S. As for the HOMO-LUMO gap: 10.72 eV. The calculation puts the HOMO energy at -10.59 eV. Its multiplicity is 1.

Electronic structure analysis, Löwdin charges in units of e: -0.4225 -0.1370 -0.8633 0.0806 0.1737 0.1726 -0.0255 0.1060 0.0480 -0.0096 0.8770

Most stable: y)

w) Here is 2 unconnected molecules or ions with the total composition C4H6N3 from the OMol25 dataset. Energies are from ωB97M-V/def2-TZVPD.

Structure (XYZ):
```
13
Properties=species:S:1:pos:R:3
C 0.01 -2.44 0.44
C -0.11 -1.46 1.46
C 0.51 -0.79 -1.11
C -0.29 3.17 -0.49
N 0.35 -2.06 -0.79
N 0.10 0.11 -0.24
N -0.22 -0.25 0.95
H -0.17 -3.53 0.70
H -0.27 -1.74 2.58
H 0.87 -0.58 -2.04
H -0.91 2.88 0.31
H 0.77 2.97 -0.51
H -0.64 3.73 -1.27
```

As for the HOMO-LUMO gap (alpha / beta): 8.63 / 4.83 eV. The calculation puts the HOMO energy (alpha / beta) at -14.42 / -13.00 eV. As for the total charge: +1. Its multiplicity is 1.

Electronic structure analysis, Löwdin charges in units of e: -0.0398 -0.0311 -0.1102 0.3615 0.1402 0.1033 0.0795 0.1525 0.1679 0.1063 0.0235 0.0374 0.0088

x) Here is a gas-phase ion, C4H6N3 (charge +1) from the OMol25 dataset. Energies are from ωB97M-V/def2-TZVPD.

Structure (XYZ):
```
13
Properties=species:S:1:pos:R:3
C 1.75 -0.85 0.09
C -0.11 0.06 -0.10
C -1.48 0.50 0.60
C -1.81 -0.23 -0.57
N 0.50 -1.17 0.13
N 1.98 0.45 -0.04
N 0.88 1.06 -0.15
H 2.70 -1.38 0.15
H -1.56 1.57 0.49
H -1.68 0.11 1.64
H -1.85 0.28 -1.63
H -2.22 -1.23 -0.45
H 2.91 0.84 -0.15
```

The SMILES is C1=NC2(CC2)N=[NH+]1. As for the HOMO-LUMO gap: 9.67 eV. The calculation puts the HOMO energy at -15.45 eV. As for the total charge: +1. Its multiplicity is 1.

Electronic structure analysis, Löwdin charges in units of e: -0.1312 -0.3161 -0.0324 0.1174 0.1831 0.0689 0.1764 0.1497 0.1251 0.1625 0.1778 0.1242 0.1947

y) Here is a gas-phase ion, C4H6N3 (charge +1) from the OMol25 dataset. Energies are from ωB97M-V/def2-TZVPD.

Structure (XYZ):
```
13
Properties=species:S:1:pos:R:3
C -0.80 -0.63 1.11
C 1.21 -0.26 -1.51
C -0.68 1.23 -0.69
C -1.04 -0.15 -0.33
N 0.33 -0.55 1.59
N 0.17 0.11 -0.98
N 1.53 -0.49 1.65
H -1.56 -1.08 1.85
H 1.95 0.32 -2.04
H -1.23 1.62 -1.49
H -0.35 1.90 -0.01
H -1.84 -0.87 -0.63
H 2.29 -1.15 1.49
```

As for the HOMO-LUMO gap (alpha / beta): 5.30 / 5.30 eV. The calculation puts the HOMO energy (alpha / beta) at -11.75 / -11.75 eV. As for the total charge: +1. Its multiplicity is 1.

Electronic structure analysis, Löwdin charges in units of e: 0.0526 0.0725 0.0138 -0.1543 0.0580 -0.1714 0.3235 0.1996 0.0353 0.1255 0.1027 0.1830 0.1593

Most stable: x)